Here is a structure of composition C34H30BrN7O4Pd at a distorted geometry from the Open Molecules 2025 dataset. Energies are from wB97M-V/def2-TZVPD.

* Kohn-Sham gap: 5.6 eV
* LUMO level: 3.8 eV
* HOMO energy: -1.8 eV
* ΔE to the lowest compared entry with this formula, charge and spin: 25.4 kcal/mol
* total energy: -4699.74523 Ha

```
! RIJCOSX wB97M-V def2-TZVPD def2/J DEFGRID3
* xyz -2 1
Pd -0.648 0.347 0.044
Br 1.787 -6.849 -5.792
C 2.628 -6.254 -4.177
C 2.827 -4.896 -3.982
C 3.418 -4.462 -2.821
C 3.864 -5.378 -1.837
C 3.651 -6.754 -2.087
C 3.036 -7.187 -3.237
N 4.693 -5.030 -0.830
N 4.849 -3.876 -0.314
C 3.951 -2.901 -0.172
C 4.523 -1.609 -0.004
C 3.793 -0.472 -0.102
C 2.371 -0.505 -0.302
O 1.714 0.482 -0.647
C 1.738 -1.814 -0.068
N 0.429 -1.804 0.220
C -0.185 -2.954 0.421
C 0.476 -4.179 0.382
C 1.834 -4.202 0.155
C 2.510 -2.999 -0.093
H 2.515 -4.186 -4.736
H 3.592 -3.405 -2.677
H 4.005 -7.468 -1.357
H 2.877 -8.243 -3.416
H 5.603 -1.577 0.073
H 4.261 0.502 -0.093
H -1.241 -2.917 0.653
H -0.070 -5.094 0.564
H 2.380 -5.134 0.207
O 0.595 2.204 1.550
C -0.177 3.366 1.332
C -1.738 3.028 1.535
O -2.506 3.979 1.664
O -2.010 1.811 1.538
C -0.107 3.868 -0.091
C -0.178 5.227 -0.394
C -0.062 5.665 -1.701
C 0.085 4.758 -2.737
C 0.048 3.402 -2.456
C -0.058 2.961 -1.151
C 0.307 4.348 2.375
C 1.394 5.182 2.135
C 1.875 6.018 3.127
C 1.288 6.028 4.382
C 0.224 5.182 4.638
C -0.262 4.348 3.643
H 0.074 1.433 1.180
H -0.324 5.948 0.397
H -0.076 6.729 -1.914
H 0.211 5.104 -3.757
H 0.113 2.671 -3.251
H -0.092 1.872 -0.976
H 1.868 5.171 1.163
H 2.720 6.663 2.923
H 1.669 6.683 5.160
H -0.231 5.172 5.621
H -1.095 3.692 3.848
C -5.879 -0.954 -0.053
C -5.049 -0.837 1.225
C -4.966 0.609 1.700
C -3.644 -1.440 1.027
N -3.064 -1.138 -0.251
C -2.566 0.023 -0.785
N -2.158 -0.261 -2.026
N -2.355 -1.562 -2.198
N -2.893 -2.098 -1.181
H -6.899 -0.619 0.129
H -5.906 -1.985 -0.404
H -5.457 -0.336 -0.842
H -5.539 -1.430 2.009
H -4.386 1.219 1.017
H -4.469 0.663 2.664
H -5.959 1.041 1.795
H -3.702 -2.534 1.072
H -2.973 -1.075 1.815
H -2.871 1.020 -0.472
*
```